Record 1
# C4H2INO2

A cluster of 2 separate species, C4H2INO2 in total in a non-equilibrium geometry (wB97M-V/def2-TZVPD, the Open Molecules 2025 dataset).

Structure (XYZ):
```
10
Properties=species:S:1:pos:R:3
C -0.32250 0.79113 -1.13112
C -2.71062 -1.69422 -0.37923
C -0.15552 0.29016 0.04170
C 0.24103 -0.20889 1.14550
N -0.79950 1.16637 -2.11397
O -0.24617 -1.38509 1.67741
O -3.39435 -1.88271 0.52618
I 1.79895 0.64468 2.50008
H -0.54263 1.81266 -2.81920
H -0.29068 -1.28068 2.66701
```

LUMO level, eV: -0.096
Energy, a.u.: -656.43394
HOMO, eV: -8.6997
Total charge: 0
Largest force on an atom, eV Å⁻¹: 5.1
ΔE to the lowest compared entry with this formula, charge and spin, kJ/mol: 214.50
2S+1: 1

Record 2
# C4H2INO3

An isolated molecule of C4H2INO3 in a non-equilibrium geometry (wB97M-V/def2-TZVPD, the Open Molecules 2025 dataset).

Structure (XYZ):
```
11
Properties=species:S:1:pos:R:3
N 1.66510 -0.81833 -0.16107
C 0.41012 -0.26099 -0.06781
C -0.09571 0.91267 -0.48126
I 0.91005 2.43372 -1.39348
C -1.52940 0.94550 -0.15328
O -2.32329 1.81931 -0.28052
O -1.85351 -0.28475 0.41337
C -0.71124 -1.02912 0.54149
O -0.66245 -2.07937 1.09459
H 2.39058 -0.11336 -0.06830
H 1.79976 -1.52527 0.55628
```

LUMO level, eV: -0.812
Structure (SMILES): NC1=C(I)C(=O)OC1=O
Energy, a.u.: -731.82067
HOMO, eV: -9.5317
Total charge: 0
Largest force on an atom, eV Å⁻¹: 1.1
ΔE to the lowest compared entry with this formula, charge and spin, kJ/mol: 0.00
2S+1: 1

Record 3
# C4H2N2O

A cluster of 2 separate species, C4H2N2O in total in a non-equilibrium geometry (wB97M-V/def2-TZVPD, the Open Molecules 2025 dataset).

Structure (XYZ):
```
9
Properties=species:S:1:pos:R:3
C -0.30295 -1.40751 -0.00654
C -1.86004 1.23894 0.02849
C 1.79163 0.00538 -0.04736
C 0.50496 -0.29404 0.01582
N -0.94918 -2.37681 0.07377
N -2.90604 1.31055 0.54734
O -0.78312 1.19395 -0.60142
H 2.04341 1.07376 -0.17274
H 2.46133 -0.74423 0.16264
```

LUMO level (spin up / spin down), eV: -2.630 / -2.630
Energy, a.u.: -338.20679
HOMO (spin up / spin down), eV: -10.3469 / -10.3472
Total charge: 0
Largest force on an atom, eV Å⁻¹: 4.4
ΔE to the lowest compared entry with this formula, charge and spin, kJ/mol: 353.48
2S+1: 1

Record 4
# C4H2N2O

An isolated molecule of C4H2N2O in a non-equilibrium geometry (wB97M-V/def2-TZVPD, the Open Molecules 2025 dataset).

Structure (XYZ):
```
9
Properties=species:S:1:pos:R:3
N 2.54953 -0.56801 -0.25570
C 1.46525 -0.34215 0.00423
C 0.06089 -0.17993 0.40661
C -0.25651 1.19099 0.16163
N -0.39010 2.31000 -0.15618
C -0.92813 -1.18724 0.00405
O -2.04998 -0.81058 -0.28175
H -0.16677 -0.25148 1.40382
H -0.59851 -2.34782 0.27420
```

LUMO level, eV: -0.258
Structure (SMILES): N#CC(C#N)C=O
Energy, a.u.: -338.29119
HOMO, eV: -11.4954
Total charge: 0
Largest force on an atom, eV Å⁻¹: 5.0
ΔE to the lowest compared entry with this formula, charge and spin, kJ/mol: 131.91
2S+1: 1

Record 5
# C4H2N2O

An isolated molecule of C4H2N2O in a non-equilibrium geometry (wB97M-V/def2-TZVPD, the Open Molecules 2025 dataset).

Structure (XYZ):
```
9
Properties=species:S:1:pos:R:3
N -1.07643 -2.75454 0.16209
C -0.02280 -2.61997 -0.35540
C -0.34425 -1.42897 -1.15073
C -0.22943 -0.37099 -0.52751
C 0.21290 0.98087 -0.37303
N 0.35328 1.39247 0.89994
O 0.40581 1.63612 -1.37741
H 0.09582 0.81190 1.68187
H 0.60508 2.35310 1.04018
```

LUMO level, eV: -1.047
Structure (SMILES): N#CC#CC(N)=O
Energy, a.u.: -338.18110
HOMO, eV: -10.3173
Total charge: 0
Largest force on an atom, eV Å⁻¹: 2.4
ΔE to the lowest compared entry with this formula, charge and spin, kJ/mol: 420.94
2S+1: 1

Record 6
# C4H2N3S

The ion C4H2N3S with charge -1 in a non-equilibrium geometry (wB97M-V/def2-TZVPD, the Open Molecules 2025 dataset).

Structure (XYZ):
```
10
Properties=species:S:1:pos:R:3
C -2.31756 0.85515 -0.08753
C -0.38843 -0.95200 0.03202
C 1.00968 -0.68217 -0.03105
C -1.34078 -0.00696 0.04560
N -3.26385 1.55445 0.03758
N 0.75607 1.63341 -0.01581
N 1.45090 0.62161 0.02159
S 3.27999 0.47738 0.02333
H -0.76139 -1.93357 0.13833
H 1.57537 -1.56730 -0.16406
```

LUMO level (spin up / spin down), eV: 3.181 / 2.904
Energy, a.u.: -715.92461
HOMO (spin up / spin down), eV: -3.5388 / -3.8015
Total charge: -1
Largest force on an atom, eV Å⁻¹: 3.3
ΔE to the lowest compared entry with this formula, charge and spin, kJ/mol: 397.71
2S+1: 1

Record 7
# C4H2N3S

The ion C4H2N3S with charge -1 in a non-equilibrium geometry (wB97M-V/def2-TZVPD, the Open Molecules 2025 dataset).

Structure (XYZ):
```
10
Properties=species:S:1:pos:R:3
C 0.38848 2.19308 0.00685
C -0.97840 -1.16425 -0.01936
C 0.17180 0.87125 -0.01226
C 1.29814 -1.24291 0.01088
N 0.76171 3.30576 0.00787
N 0.19749 -1.81541 0.00634
N -0.95580 0.19510 -0.01315
S 2.89246 -1.28177 0.00323
H -1.90269 -1.70726 0.03162
H -1.87319 0.64641 -0.02204
```

LUMO level (spin up / spin down), eV: 3.678 / 3.679
Energy, a.u.: -716.01877
HOMO (spin up / spin down), eV: -2.3295 / -2.3283
Total charge: -1
Largest force on an atom, eV Å⁻¹: 3.3
ΔE to the lowest compared entry with this formula, charge and spin, kJ/mol: 150.48
2S+1: 1

Record 8
# C4H2N4O2

An isolated molecule of C4H2N4O2 in a non-equilibrium geometry (wB97M-V/def2-TZVPD, the Open Molecules 2025 dataset).

Structure (XYZ):
```
12
Properties=species:S:1:pos:R:3
C 0.70705 1.58614 -0.23793
C -0.27042 -0.95099 -0.00331
C 1.20294 -0.63787 -0.66895
C -0.99164 0.09853 0.65472
N -0.97777 -3.21732 -0.21544
N 1.45277 0.68882 -0.76086
N -0.70433 -2.13977 -0.06277
N -0.40553 1.37083 0.48190
O 1.90824 -1.53479 -1.00723
O -2.01016 -0.01825 1.29543
H 0.99761 2.62066 -0.39045
H -0.90876 2.13401 0.91487
```

LUMO level, eV: -0.533
Energy, a.u.: -523.10769
HOMO, eV: -9.8052
Total charge: 0
Largest force on an atom, eV Å⁻¹: 4.7
ΔE to the lowest compared entry with this formula, charge and spin, kJ/mol: 32.50
2S+1: 1

Record 9
# C4H2NO3

A cluster of 2 separate species, C4H2NO3 in total in a non-equilibrium geometry (wB97M-V/def2-TZVPD, the Open Molecules 2025 dataset).

Structure (XYZ):
```
10
Properties=species:S:1:pos:R:3
C -0.58148 -0.63739 0.76409
C -1.32507 0.27879 0.15683
C 0.79776 -0.70708 0.39610
C 0.64230 1.12234 -0.96701
N 1.33913 0.15027 -0.35868
O 2.36313 -2.25865 0.78902
O 1.13123 2.02777 -1.55834
O -0.76788 1.06348 -0.80907
H -1.09530 -1.45538 1.42947
H -2.50383 0.41585 0.15758
```

LUMO level (spin up / spin down), eV: 3.485 / 3.486
Energy, a.u.: -433.93475
HOMO (spin up / spin down), eV: -3.4346 / -3.5065
Total charge: -1
Largest force on an atom, eV Å⁻¹: 4.4
ΔE to the lowest compared entry with this formula, charge and spin, kJ/mol: 603.59
2S+1: 1

Record 10
# C4H2O

An isolated molecule of C4H2O in a non-equilibrium geometry (wB97M-V/def2-TZVPD, the Open Molecules 2025 dataset).

Structure (XYZ):
```
7
Properties=species:S:1:pos:R:3
C 1.44151 0.31105 0.38346
C 0.78151 -1.66200 -1.10935
C 0.26073 0.75151 0.72690
C -0.70113 -0.06946 -0.02436
O -0.09467 -0.98867 -0.75966
H -0.12448 1.42871 1.38178
H -1.56348 0.22887 -0.59876
```

LUMO level (spin up / spin down), eV: -0.752 / -0.753
Energy, a.u.: -228.50517
HOMO (spin up / spin down), eV: -7.8413 / -7.8419
Total charge: 0
Largest force on an atom, eV Å⁻¹: 3.5
ΔE to the lowest compared entry with this formula, charge and spin, kJ/mol: 667.42
2S+1: 1

Record 11
# C4H2O2

An isolated molecule of C4H2O2 in a non-equilibrium geometry (wB97M-V/def2-TZVPD, the Open Molecules 2025 dataset).

Structure (XYZ):
```
8
Properties=species:S:1:pos:R:3
O -0.92113 2.46839 0.97373
C -0.19580 1.67310 0.52859
C 0.79825 0.92473 0.07579
C 0.84381 -0.34229 -0.32383
C -0.44232 -1.11922 -0.26471
O -0.57448 -2.09353 0.43172
H 1.77181 -0.85406 -0.58826
H -1.28013 -0.65712 -0.83304
```

LUMO level, eV: -1.216
Structure (SMILES): O=C=C=CC=O
Energy, a.u.: -303.99991
HOMO, eV: -9.5523
Total charge: 0
Largest force on an atom, eV Å⁻¹: 1.2
ΔE to the lowest compared entry with this formula, charge and spin, kJ/mol: 26.00
2S+1: 1

Record 12
# C4H2O2

An isolated molecule of C4H2O2 in a non-equilibrium geometry (wB97M-V/def2-TZVPD, the Open Molecules 2025 dataset).

Structure (XYZ):
```
8
Properties=species:S:1:pos:R:3
C 1.81757 -0.62851 -0.35685
C 0.70881 -0.15366 -0.26014
C -0.36957 0.83579 -0.01210
O -0.30116 2.03658 0.00560
C -1.42230 -0.20712 0.35044
O -0.85760 -1.28179 0.28727
H 2.85491 -0.48685 -0.52448
H -2.49422 -0.15937 0.51008
```

LUMO level, eV: -1.245
Structure (SMILES): C#CC(=O)C=O
Energy, a.u.: -303.94277
HOMO, eV: -9.6993
Total charge: 0
Largest force on an atom, eV Å⁻¹: 2.8
ΔE to the lowest compared entry with this formula, charge and spin, kJ/mol: 176.02
2S+1: 1

Which formula does entry 11 have?
C4H2O2

Number 2 is which compound?
C4H2INO3

Please write out number 10 again, unchanged.
# C4H2O

An isolated molecule of C4H2O in a non-equilibrium geometry (wB97M-V/def2-TZVPD, the Open Molecules 2025 dataset).

Structure (XYZ):
```
7
Properties=species:S:1:pos:R:3
C 1.44151 0.31105 0.38346
C 0.78151 -1.66200 -1.10935
C 0.26073 0.75151 0.72690
C -0.70113 -0.06946 -0.02436
O -0.09467 -0.98867 -0.75966
H -0.12448 1.42871 1.38178
H -1.56348 0.22887 -0.59876
```

LUMO level (spin up / spin down), eV: -0.752 / -0.753
Energy, a.u.: -228.50517
HOMO (spin up / spin down), eV: -7.8413 / -7.8419
Total charge: 0
Largest force on an atom, eV Å⁻¹: 3.5
ΔE to the lowest compared entry with this formula, charge and spin, kJ/mol: 667.42
2S+1: 1